Molecular formula: C44H66HfN6O6PS8
Method: DFT, ωB97M-V with the def2-TZVPD basis set

XYZ file:
```
132
Properties=species:S:1:pos:R:3:forces:R:3
Hf -0.430271 -0.255079 0.521612 1.5016 0.0011 -0.5938
S 2.036759 -0.348787 1.590026 -0.0680 -0.0231 0.2092
C 3.321630 0.114208 0.579608 -0.1669 0.2490 -0.2378
N 4.554977 -0.268559 0.809031 0.2885 0.0147 0.0162
C 5.625950 0.400318 0.051292 -0.0736 -0.0547 -0.0332
C 4.966636 0.904289 -1.226642 -0.1412 -0.0256 0.0756
S 3.215080 1.177476 -0.780406 0.0680 0.0264 -0.0723
H 4.766507 -0.849378 1.609003 -0.0051 -0.0207 0.0236
H 6.426042 -0.301931 -0.163283 0.0195 -0.0691 0.0123
H 6.030006 1.219960 0.642983 -0.0291 0.0554 0.0948
H 4.997832 0.172476 -2.030447 0.0173 -0.0260 -0.0147
H 5.393930 1.842424 -1.568189 0.0181 0.0012 -0.0050
C 4.966225 7.480255 -0.132402 -0.1362 0.0704 0.0041
C 3.625626 7.807821 0.522888 0.1605 -0.1824 -0.1575
S 2.727306 6.341132 0.978284 -0.0082 0.0786 0.1320
O 1.722137 6.695500 1.956704 0.0584 -0.0688 -0.2304
O 3.635347 5.258410 1.281479 -0.0807 -0.0470 0.0323
C 1.854435 5.828902 -0.532065 0.0159 -0.1351 0.1466
C 0.514042 5.214768 -0.107083 0.3008 -0.0691 -0.3511
N 0.350801 3.821608 -0.570915 -0.0415 0.3482 -0.3633
C 0.395281 2.766378 0.232722 -0.1123 -0.2466 0.2304
N 0.182490 1.630956 -0.469858 -0.0829 0.2981 0.2035
C 0.022488 2.000589 -1.787835 0.0412 -0.4588 0.0571
C 0.131700 3.334447 -1.857896 0.0114 0.4947 0.0455
N 0.003964 4.124449 -3.064113 0.0737 0.2656 -0.2558
O -0.066453 5.333681 -2.948447 0.0676 -0.4076 0.1331
O -0.012484 3.491312 -4.100263 -0.0677 0.1748 0.3941
C 0.692548 2.812509 1.690290 0.1756 0.0816 -0.1649
H 5.488060 8.406726 -0.366466 -0.0254 0.0009 -0.0049
H 4.836383 6.924368 -1.063358 -0.0109 0.0403 0.0329
H 5.588735 6.891322 0.536871 -0.0149 0.0087 0.0128
H 2.953380 8.361597 -0.136346 0.0614 0.0946 0.1240
H 3.726973 8.357881 1.459899 0.0303 -0.0087 -0.0270
H 2.519851 5.088056 -0.978470 -0.1110 0.0839 -0.1132
H 1.729282 6.665869 -1.217005 -0.0338 -0.0163 0.0887
H -0.324220 5.802964 -0.451265 -0.1495 0.0057 -0.1999
H 0.470808 5.180040 0.973010 -0.1410 0.0796 0.0493
H -0.154406 1.309837 -2.596619 -0.0178 0.0496 0.0689
H 0.458408 3.777040 2.124464 -0.0711 -0.0107 0.0745
H 1.753383 2.618078 1.858221 0.0218 0.0090 -0.0240
H 0.109595 2.072770 2.228911 -0.1290 -0.1458 0.1047
C -2.926483 5.652076 2.776364 0.0141 -0.0734 -0.0922
S -2.575241 3.880226 2.594490 -0.0385 0.0617 0.0961
C -2.923484 3.557622 0.907948 0.1194 0.1934 0.0871
C -2.863596 2.328989 0.370924 -0.0237 -0.2040 -0.0693
S -2.528151 0.850444 1.280245 -0.2212 0.1670 -0.0106
S -3.315799 2.197357 -1.311281 -0.0107 -0.2445 -0.0686
C -3.509960 3.895362 -1.641667 0.1185 -0.0341 0.0541
S -3.796285 4.508817 -3.105850 -0.0251 0.0402 -0.1160
S -3.348716 4.854860 -0.189865 0.0308 0.0851 0.0908
H -3.026414 5.813596 3.848058 0.0347 -0.0108 -0.0167
H -3.870951 5.911973 2.302268 0.0120 -0.0052 0.0476
H -2.110732 6.263253 2.394474 -0.0567 -0.0118 -0.0147
O 0.338226 -1.631851 -0.735077 -0.5864 -0.0855 -0.1890
P -0.000911 -2.877218 -1.650819 0.2730 0.0661 -0.0293
C -1.496795 -2.348064 -2.512816 0.1514 0.0889 -0.0459
C -1.172238 -1.399111 -3.691745 -0.2047 -0.0080 -0.0038
C -2.415634 -0.579728 -4.106928 -0.0781 -0.1133 0.0989
C -3.701929 -1.308923 -3.716580 0.0874 0.0164 0.0504
C -3.810113 -1.440621 -2.186431 0.0113 0.0306 -0.1437
C -2.430652 -1.623327 -1.534167 0.0144 0.0124 -0.0117
C -0.136042 -4.302134 -0.534621 -0.1858 -0.0384 0.0104
C 0.074675 -5.666795 -1.214673 -0.1101 -0.0119 -0.0987
C -1.168941 -6.141303 -1.969197 0.0025 0.0640 0.1763
C -2.368370 -6.221981 -1.024884 -0.0010 0.1067 -0.0323
C -2.637260 -4.864951 -0.368776 0.1494 -0.1195 -0.0622
C -1.395180 -4.337052 0.354259 0.0381 -0.1128 -0.1338
C 1.406260 -3.193207 -2.739121 -0.0866 0.1418 -0.1015
C 2.185099 -1.920654 -3.117747 0.0553 -0.1260 -0.1316
C 3.489236 -2.331706 -3.808965 -0.0647 -0.0767 -0.1193
C 3.254383 -3.367695 -4.941100 -0.0803 0.0815 0.0542
C 1.767482 -3.559079 -5.243050 0.1092 0.0235 0.1090
C 1.013909 -4.034713 -3.997724 -0.0196 0.1093 -0.0009
H -2.001055 -3.243255 -2.883806 -0.0304 0.0276 0.0047
H -0.807165 -1.981055 -4.538961 0.0155 0.0269 0.0447
H -0.365063 -0.722581 -3.399936 0.0142 0.0055 -0.0241
H -2.387477 -0.399167 -5.180002 0.0139 0.0253 -0.0021
H -2.401513 0.403243 -3.627541 0.0051 0.0138 0.0096
H -3.707450 -2.300342 -4.182041 -0.0402 0.0638 0.0182
H -4.575798 -0.784485 -4.102014 0.0332 -0.0138 0.0018
H -4.430629 -2.301324 -1.928652 0.0024 0.0138 0.0018
H -4.298109 -0.566128 -1.763492 -0.0503 0.0973 0.0653
H -2.548439 -2.158400 -0.588193 0.0445 0.0652 0.0439
H -1.995343 -0.617734 -1.293257 -0.2413 -0.1816 -0.3652
H 0.732142 -4.090777 0.103117 0.0535 -0.0199 0.0442
H 0.291891 -6.380645 -0.416065 0.0202 -0.0057 0.0089
H 0.950146 -5.659652 -1.864368 -0.0232 -0.0171 0.0850
H -0.969318 -7.115054 -2.415650 -0.0130 0.0110 -0.0338
H -1.397113 -5.454263 -2.795087 0.0221 -0.0795 0.0003
H -2.169658 -6.970594 -0.251848 -0.0110 0.0096 -0.0204
H -3.256969 -6.550052 -1.564807 0.0187 -0.0304 0.0163
H -3.459149 -4.947612 0.344125 -0.0257 0.0240 -0.0053
H -2.959302 -4.164697 -1.146694 -0.0473 -0.0413 0.0746
H -1.168000 -5.010869 1.185592 0.0104 0.0244 0.0087
H -1.578910 -3.360899 0.803597 0.0079 0.0575 0.0915
H 2.071790 -3.784764 -2.099329 0.0402 -0.0430 -0.0192
H 2.396978 -1.325950 -2.229971 0.0066 0.0462 0.0613
H 1.598753 -1.297589 -3.794333 -0.0069 -0.0211 0.0395
H 4.169316 -2.749123 -3.061599 0.0177 0.0240 -0.0102
H 3.967338 -1.437104 -4.212457 0.0108 -0.0111 0.0149
H 3.684391 -4.332498 -4.661981 -0.0088 0.0202 0.0040
H 3.767366 -3.054116 -5.848841 0.0402 -0.0222 0.0207
H 1.639875 -4.299326 -6.032418 -0.0225 0.0230 -0.0140
H 1.338279 -2.626278 -5.618560 -0.0101 -0.0125 -0.0103
H 1.256928 -5.081586 -3.821561 -0.0028 -0.0147 0.0222
H -0.063862 -3.998725 -4.187642 0.0771 -0.0378 0.0236
C -2.618133 -1.661380 6.519621 0.0021 0.0168 -0.1874
N -2.534595 -1.596542 5.049652 -0.0280 -0.0708 0.3039
N -1.378435 -1.294610 4.384476 0.1576 0.1330 0.0540
C -1.592490 -1.512325 3.070385 0.2456 -0.2102 -0.0895
O -0.645502 -1.306203 2.159366 -0.8870 -0.3036 1.0554
C -2.888361 -1.968766 2.902672 -0.0972 -0.0591 -0.1982
C -3.452730 -2.013817 4.169025 -0.0559 -0.0258 0.1020
C -4.807608 -2.469948 4.586118 0.0092 0.0146 0.0271
C -0.270848 -0.616643 5.004313 -0.0385 0.0157 -0.0333
C -0.500141 0.545762 5.729219 -0.1306 0.1630 -0.0784
C 0.571828 1.185156 6.331893 0.0563 0.0055 0.0295
C 1.858579 0.676643 6.185541 -0.0283 0.0126 0.0037
C 2.071406 -0.472780 5.436794 0.0881 0.0215 0.0378
C 1.003646 -1.134934 4.849506 -0.0151 -0.1423 0.0353
H -1.621165 -1.742520 6.936473 0.0926 -0.0083 -0.0447
H -3.184035 -2.546705 6.791218 -0.0175 -0.0574 -0.0444
H -3.109598 -0.780929 6.924688 0.0007 0.0794 -0.0677
H -3.379665 -2.203312 1.970934 0.0471 -0.0106 0.1194
H -5.492785 -2.412366 3.742525 0.0378 -0.0024 0.0202
H -5.207205 -1.862064 5.398341 0.0305 -0.0059 -0.0562
H -4.776640 -3.508826 4.924330 0.0213 0.0359 -0.0050
H -1.500379 0.961047 5.811604 0.0777 -0.0911 -0.0019
H 0.402729 2.080653 6.918285 0.0111 -0.0615 -0.0573
H 2.693974 1.173181 6.665324 -0.0672 -0.0297 -0.0422
H 3.073547 -0.870870 5.330125 -0.0726 0.0050 0.0164
H 1.153624 -2.054687 4.298400 -0.0024 0.0191 -0.0003
```
Forces are in eV/Å.

Values from the calculation:
Charge: +3
Multiplicity: 1
Strongest force on any atom (eV Å⁻¹): 1.61
Orbital gap (eV): 6.331

Molecular formula: C44H67BN18O5
Method: DFT, ωB97M-V with the def2-TZVPD basis set

XYZ file:
```
135
Properties=species:S:1:pos:R:3:forces:R:3
C -5.319075 1.037550 -3.800153 0.7547 -0.2036 0.2408
C -3.946299 0.237944 -3.985040 -1.0021 0.9199 -1.7430
O -3.218768 0.051529 -2.757141 -1.4713 -1.7515 0.8694
B -3.723841 -1.025901 -2.003365 0.0857 -0.1419 -0.8293
O -4.037020 -2.293710 -2.586509 -0.6758 2.2736 0.8239
C -4.033037 -0.911191 -0.415549 0.2484 0.0461 3.3805
C -3.280946 -1.312662 0.672541 0.3048 -0.6702 -0.7001
C -1.856187 -1.971911 0.651795 0.2416 1.3771 -0.1758
C -0.807262 -0.777894 0.472581 -0.1552 0.3453 -0.0641
C -0.844740 0.296505 1.624491 0.5789 0.8621 -0.5871
C -0.151917 1.644029 1.115034 -0.4464 -0.1748 0.2642
N -0.024279 2.639229 2.218325 0.4790 -0.3269 -0.1648
C -4.038536 -1.024848 2.010810 0.1859 -0.5693 -0.6843
O -3.693123 -1.063750 3.157971 -0.3356 -0.1443 -1.3821
O -5.363945 -0.698950 1.643790 1.2518 0.6066 -0.5546
C -5.286469 -0.302615 0.295155 -0.3406 0.5007 -1.9346
O -6.096735 0.446763 -0.190812 0.8050 -1.1633 0.8753
H -6.025984 0.729382 -4.622755 0.8023 0.6351 0.7472
H -5.824018 0.836478 -2.815418 0.5946 0.0281 -0.8595
H -5.054867 2.128907 -3.833137 -0.6616 -0.9779 -0.0677
H -3.325918 0.868651 -4.693510 -0.3801 -0.8353 1.0304
H -4.194057 -0.708793 -4.537472 0.5799 0.5558 0.8894
H -4.951371 -2.466580 -2.263464 0.6882 -0.6078 -0.0562
H -1.603638 -2.517691 1.599901 -0.5287 0.4046 -0.9058
H -1.732022 -2.646185 -0.249262 -0.4452 0.5828 1.1120
H 0.250398 -1.169485 0.399493 -1.5596 0.5350 0.1013
H -1.050459 -0.275152 -0.518227 0.2467 -0.4197 1.1301
H -1.876108 0.594602 1.961121 0.8583 -0.4923 -0.3708
H -0.288670 -0.052519 2.545138 -0.5644 0.1736 -0.9639
H 0.866600 1.428031 0.677205 -1.0567 0.1662 0.3513
H -0.791600 2.137477 0.324625 0.7085 -0.9022 0.5489
H 0.962011 2.840158 2.408027 -0.6139 -0.2497 0.0359
H -0.491869 2.319153 3.067790 0.3025 0.1052 -0.3665
C -2.315695 4.908836 -1.668573 0.9407 -0.4569 -0.2992
C -1.195915 3.986904 -1.991772 -0.0548 -4.1163 -1.9104
N -0.257222 3.234146 -2.240937 -9.4207 0.4204 -0.9632
H -2.487304 4.908038 -0.591220 0.0415 0.0978 -0.0714
H -2.072789 5.926524 -1.988915 -0.0618 0.0511 0.1567
H -3.229229 4.585360 -2.173924 0.0097 0.1058 0.0792
C -0.484834 2.788376 6.937808 -0.3597 -0.2300 -0.3823
C -1.228576 2.275991 5.760751 0.1016 0.0759 0.2177
N -1.800787 1.871650 4.844800 0.2988 0.2014 0.5399
H -0.249271 3.843915 6.800022 -0.0515 -0.0636 -0.0463
H -1.089875 2.673547 7.837572 -0.0338 0.0131 -0.1012
H 0.445028 2.228719 7.051108 -0.2100 0.1742 -0.0174
C -4.046999 4.669039 3.748456 0.5385 0.4273 -0.7571
C -3.632685 5.253186 2.446970 0.0269 -0.0843 0.2124
N -3.316300 5.704110 1.434590 -0.2148 -0.1819 0.6085
H -3.176403 4.264995 4.266283 -0.0188 -0.0139 -0.1181
H -4.508096 5.435334 4.369806 -0.0504 -0.0775 -0.1022
H -4.761548 3.870757 3.582316 0.1548 0.1359 -0.0710
C 1.901847 -3.430545 -1.584377 -0.1764 0.3506 0.6179
C 1.535084 -3.167494 -0.169732 0.2058 -0.2331 -0.1373
N 1.250465 -2.965576 0.929751 0.4323 -0.4860 -0.5723
H 1.000844 -3.506480 -2.192880 0.0419 -0.0714 0.0820
H 2.521863 -2.617779 -1.964102 -0.0157 -0.0256 0.0911
H 2.458796 -4.362005 -1.653452 -0.0804 0.0869 0.0653
C -7.668780 -3.982241 1.534417 0.1692 0.2374 -0.5728
C -7.239483 -3.452188 0.215435 -0.0635 -0.0620 0.2191
N -6.905880 -3.040782 -0.806940 0.0178 -0.1722 0.4723
H -6.804507 -4.361920 2.079257 -0.0229 0.0486 -0.0757
H -8.137221 -3.189037 2.116777 0.0525 -0.0102 -0.0807
H -8.384870 -4.791524 1.392644 0.0526 0.0583 -0.0436
C 5.287437 -1.442859 0.441405 -0.0656 -0.3058 -0.7598
C 5.467337 -2.174134 -0.840275 0.1477 -0.2594 -0.6252
N 5.610913 -2.744185 -1.842426 -0.2870 0.6792 1.3545
H 6.225852 -1.425545 0.994185 -0.0564 0.0178 -0.0737
H 4.974584 -0.418760 0.241319 0.1011 -0.0695 -0.0290
H 4.528316 -1.934649 1.045927 0.0549 0.0256 -0.1210
C 6.297824 -4.633602 3.058221 -0.2256 0.6517 -0.0863
C 5.451680 -3.418621 3.166543 0.0988 -0.2163 0.1088
N 4.790024 -2.477833 3.244847 0.3296 -0.6277 0.1977
H 6.733699 -4.870002 4.028316 -0.1081 -0.0083 -0.0470
H 5.693236 -5.474299 2.727282 0.0709 0.0884 0.0774
H 7.099810 -4.465112 2.338433 -0.0569 0.0897 0.0414
C -2.703510 1.834506 -7.831290 -1.0144 0.5049 0.3782
C -4.148654 2.088799 -7.585999 0.1710 0.0782 0.0110
N -5.269377 2.284909 -7.397025 0.6338 -0.1660 -0.1274
H -2.112604 2.675023 -7.465949 -0.0788 -0.0311 0.0038
H -2.393980 0.931553 -7.312867 -0.0830 0.1418 -0.0032
H -2.525899 1.712539 -8.895623 -0.0761 0.0989 0.1179
C -2.617508 -1.203982 -10.559620 0.3658 0.2743 0.4791
C -1.725329 -0.628527 -9.520255 0.1006 -0.3116 -0.1971
N -1.034788 -0.180264 -8.713620 -0.1227 -0.6892 -0.7651
H -3.629680 -1.300622 -10.166256 0.0746 0.0265 0.0116
H -2.635327 -0.553133 -11.433769 0.0269 -0.0168 0.0746
H -2.254355 -2.188070 -10.855094 0.0112 0.0710 0.0519
C 3.790800 -6.697333 -3.485932 -0.6293 0.1475 0.1278
C 2.348738 -6.434807 -3.238975 0.1413 -0.1382 -0.1043
N 1.230491 -6.229681 -3.045746 0.7058 -0.1679 -0.1126
H 4.385561 -5.848399 -3.145381 -0.0584 -0.0148 -0.0235
H 4.102166 -7.590966 -2.945215 -0.0645 0.0499 -0.0260
H 3.962108 -6.847592 -4.551587 -0.0525 0.0255 0.0651
C 1.441737 -0.882728 5.496451 0.2274 0.5359 0.1697
C 1.944968 0.422497 5.995957 0.0521 -0.2077 -0.1332
N 2.334801 1.436971 6.383767 -0.1385 -0.6821 -0.3166
H 0.588803 -0.721566 4.836082 0.0521 0.0618 0.0439
H 2.229648 -1.395605 4.943490 0.0051 0.0914 0.0137
H 1.130908 -1.504931 6.335705 0.0327 0.0898 -0.0107
C 2.647110 -6.977379 2.597913 0.5049 -0.0393 0.4348
C 3.792087 -7.040786 3.543769 -0.2093 -0.0734 -0.0302
N 4.679602 -7.087686 4.278865 -0.5982 -0.0138 -0.4652
H 1.808153 -6.463317 3.066528 0.0898 0.0016 -0.0184
H 2.939144 -6.435020 1.698407 -0.0091 0.0024 0.0765
H 2.338741 -7.985725 2.322208 0.0603 0.0477 0.0445
C 2.950856 5.840280 -1.131453 -0.6397 -0.3105 -0.1995
C 1.844677 4.888428 -1.448563 -0.1213 0.4452 -0.0302
N 0.957543 4.173620 -1.692490 9.5127 3.8928 3.2018
H 3.730396 5.325712 -0.569251 -0.1056 -0.0096 0.0142
H 3.378127 6.233224 -2.054823 -0.0596 -0.0235 0.0319
H 2.571469 6.670882 -0.534188 -0.0104 -0.0914 -0.0549
C 3.305220 4.390949 4.253988 0.0059 -0.2924 -0.5488
C 3.457527 3.677603 2.960189 0.1524 -0.3308 -0.5825
N 3.588432 3.121100 1.950493 -0.2082 0.7833 1.2266
H 4.253177 4.387906 4.791676 -0.0534 -0.0612 -0.0614
H 2.999786 5.421811 4.074155 0.0175 -0.0756 -0.0608
H 2.548713 3.894827 4.862688 0.0839 -0.0553 -0.0545
C 4.434409 2.692908 -1.842030 0.4786 -0.3166 0.3299
C 5.575706 2.030535 -1.159074 -0.1690 0.1519 -0.0929
N 6.461061 1.514987 -0.630627 -0.4759 0.3050 -0.3467
H 3.964320 1.996646 -2.536606 0.0297 0.0272 0.0628
H 3.695885 3.015081 -1.107607 0.0744 -0.1603 0.0368
H 4.787288 3.562615 -2.396718 0.0548 -0.0834 0.0257
C -7.276631 1.292516 4.103411 0.2670 0.5594 0.1919
C -6.779503 2.594979 4.617439 -0.1514 -0.1750 0.0318
N -6.391456 3.604912 5.017148 -0.5982 -0.7972 -0.0160
H -8.100733 1.459137 3.409779 0.0766 0.0429 0.0320
H -6.473626 0.768303 3.583687 -0.0314 0.0599 0.0185
H -7.626454 0.677343 4.932378 0.0443 0.0873 -0.0072
C 9.626142 0.637110 -1.780060 0.5167 -0.2824 0.3585
C 10.768512 -0.027037 -1.099908 -0.1322 0.0868 -0.1218
N 11.654610 -0.542091 -0.572323 -0.5094 0.2877 -0.2930
H 9.149204 -0.059786 -2.469298 0.0393 0.0105 0.0739
H 8.893680 0.964459 -1.042079 0.0244 -0.0554 -0.0522
H 9.980485 1.503557 -2.338568 0.0350 -0.0682 0.0475
```
Forces are in eV/Å.

Values from the calculation:
Multiplicity: 1
Strongest force on any atom (eV Å⁻¹): 10.77
Relative energy (zero: lowest compared OMol25 entry of this formula, charge and spin) (kcal per mole): 42.7
Orbital gap (eV): 5.711

So what do the calculations give for HOMO energy? Going down the list: -0.5061; -0.2151 hartree.